The following is a quantum chemistry calculation of a cluster of 2 separate species, C9H13NO in total, from the OMol25 dataset.

Computed properties:
- energy relative to the best compared isomer or geometry (same formula, charge and spin) (kJ/mol) = 181.4
- structure (SMILES) = Cc1ccccc1.CC(N)=O
- largest force on an atom (eV/Å) = 4.68
- orbital gap (eV) = 9.796

Each line ends with the natural charge from an NBO analysis.
Atoms and positions in Å:
H (-1.5187, -1.8674, 1.1288)  0.222
C (1.9991, -1.2310, -3.0015)  -0.616
C (0.5749, -0.1692, -1.1603)  -0.233
H (-0.6446, 0.3988, 0.5666)  0.202
O (-2.5998, 2.2959, 2.5628)  -0.598
C (-0.4163, 1.6523, 2.8858)  -0.733
C (-0.5784, -2.7760, -0.6109)  -0.179
C (-0.9154, -1.6713, 0.2119)  -0.238
C (-1.4693, 2.5316, 2.1814)  0.685
C (-0.3442, -0.4191, -0.1057)  -0.195
H (-0.3248, 2.1279, 3.8460)  0.235
H (2.5050, -0.3390, -2.8563)  0.207
H (2.6007, -2.0969, -2.9951)  0.217
H (0.6229, 1.6224, 2.5505)  0.195
H (1.3290, -1.1007, -3.9362)  0.217
C (0.4412, -2.5136, -1.6001)  -0.230
H (-1.6928, 3.7491, 0.7682)  0.415
C (0.9306, -1.2908, -1.8896)  0.003
H (-0.8843, -3.7799, -0.4065)  0.213
H (0.8237, 0.7999, -1.3777)  0.208
H (0.9035, -3.3734, -2.0387)  0.202
H (0.1345, 3.3534, 1.1397)  0.432
N (-0.9033, 3.4344, 1.3032)  -0.859
H (-0.5730, 0.6627, 2.8336)  0.229

The following is a quantum chemistry calculation of a cluster of 2 separate species, C9H13NO3P in total, from the OMol25 dataset.

Computed properties:
- charge = -1
- energy relative to the best compared isomer or geometry (same formula, charge and spin) (kJ/mol) = 201.8
- largest force on an atom (eV/Å) = 5.24
- orbital gap (eV) = 7.598

Each line ends with the natural charge from an NBO analysis.
Atoms and positions in Å:
H (-0.8375, -0.5195, 2.0873)  0.232
H (-0.1678, -3.0165, 1.8886)  -0.245
P (1.2886, -2.8134, 1.6244)  2.111
O (1.8286, -2.0529, 2.7570)  -1.186
C (-1.1799, -0.1716, 1.1821)  -0.160
H (-3.2949, -0.6552, 1.1632)  0.205
C (0.7641, 1.5041, -2.8411)  -0.246
C (-2.4348, -0.3310, 0.5931)  -0.236
H (0.6302, 3.0977, 0.8247)  0.189
O (0.7123, 1.5498, -1.4242)  -0.497
C (1.2709, 2.3305, 1.4723)  -0.393
C (-0.1745, 0.5800, 0.4994)  -0.087
H (0.6903, 0.4687, -3.1766)  0.184
H (-3.6163, -0.2292, -1.3126)  0.218
C (-1.5756, 0.4715, -1.4079)  -0.277
H (1.6610, 1.9680, -3.0489)  0.191
O (2.0871, -3.9818, 1.1572)  -1.188
H (0.7477, -2.6065, -0.5704)  0.359
H (1.9603, 2.7641, 2.2081)  0.195
H (-1.5024, 0.6455, -2.4976)  0.202
C (0.9315, 1.0326, 1.4645)  -0.181
H (-0.0019, 2.1382, -3.2921)  0.158
N (1.1954, -1.9898, 0.0328)  -1.178
C (-0.3124, 0.7908, -0.8429)  0.271
H (1.2993, 0.2912, 2.0424)  0.246
C (-2.6595, -0.1134, -0.7231)  -0.226
H (0.6902, -1.1519, 0.1402)  0.341

The following is a quantum chemistry calculation of a structure of composition C9H13NO3PbS, from the OMol25 dataset.

Computed properties:
- charge = -2
- largest force on an atom (eV/Å) = 3.17
- orbital gap (spin up / spin down) (eV) = 3.252 / 3.248

Each line ends with the natural charge from an NBO analysis.
Atoms and positions in Å:
C (0.0430, -1.5604, -2.1489)  -0.347
H (-0.7928, 2.1294, 4.3933)  0.240
H (1.9779, -2.4399, -1.4202)  0.183
H (0.3240, -1.1044, -3.0995)  0.197
H (-1.8684, 0.8855, 5.1660)  0.219
C (0.9165, -2.2495, -1.2569)  -0.410
H (0.5013, -3.2951, 0.6976)  0.188
S (-0.3867, -0.0701, 3.5492)  2.353
O (-0.2304, -1.3700, 4.1701)  -0.981
N (1.4181, 2.0540, -0.5634)  -1.167
C (-1.2112, -2.2974, -0.3601)  -0.355
C (0.3581, 2.2850, -1.5651)  0.175
H (-0.1313, 0.9814, 5.6107)  0.224
C (0.1378, -2.7024, -0.1435)  -0.407
Pb (0.9004, 0.2019, 0.7157)  1.353
C (-1.2697, -1.6025, -1.6004)  -0.336
C (-0.8594, 1.1119, 4.8011)  -0.884
H (0.0159, 2.8270, -3.6128)  0.166
C (-0.9644, 2.0400, -1.1605)  -0.781
H (-1.2636, 2.1137, -0.1165)  0.184
H (2.3413, 2.1205, -1.0155)  0.337
O (0.9380, 0.5432, 3.0514)  -1.089
H (-1.7080, 1.8045, -1.9149)  0.183
C (0.7620, 2.7178, -2.8293)  -0.796
H (-2.1670, -1.1911, -2.0642)  0.186
O (-1.3414, -0.0065, 2.4055)  -0.982
H (-2.0560, -2.5102, 0.2963)  0.189
H (1.7983, 2.9883, -2.9999)  0.157

The following is a quantum chemistry calculation of an isolated molecule of C9H13NS, from the OMol25 dataset.

Computed properties:
- energy relative to the best compared isomer or geometry (same formula, charge and spin) (kJ/mol) = 205.9
- structure (SMILES) = C[C@@H](N)CSc1ccccc1
- largest force on an atom (eV/Å) = 5.37
- orbital gap (eV) = 9.565

Each line ends with the natural charge from an NBO analysis.
Atoms and positions in Å:
C (1.8906, 0.1108, 2.1439)  -0.220
H (3.6688, 1.4069, 1.9981)  0.221
H (-1.8847, 2.5027, -1.5343)  0.214
N (-3.0517, -0.2552, 0.3695)  -0.777
H (-0.0628, -0.9320, 1.9398)  0.231
H (3.6456, 1.5320, -0.2760)  0.226
H (-2.4433, -0.9860, 0.7969)  0.357
H (-3.5012, -0.8224, -0.6143)  0.320
C (0.9709, -0.6742, 1.4917)  -0.211
C (2.8318, 0.8379, 0.0724)  -0.214
C (-2.0461, 0.5663, -0.2847)  -0.124
H (1.9754, -0.0885, 3.2204)  0.220
C (-1.3544, -0.1950, -1.3670)  -0.568
H (-2.0316, -0.7442, -2.0562)  0.231
H (-0.8457, 0.3321, -2.1099)  0.221
H (-3.5463, 1.8620, -1.5088)  0.213
H (-2.7960, 2.8105, -0.0504)  0.233
C (-2.5846, 1.8896, -0.7899)  -0.632
H (1.7279, 0.1140, -1.8265)  0.233
C (2.8500, 0.7964, 1.4515)  -0.206
C (1.8766, 0.1275, -0.6331)  -0.208
C (0.9958, -0.6066, 0.0791)  -0.202
H (-1.3548, 0.8325, 0.5438)  0.207
S (-0.2357, -1.4468, -0.8808)  0.236

The following is a quantum chemistry calculation of a structure of composition C9H13O3, from the OMol25 dataset.

Computed properties:
- charge = +1
- energy relative to the best compared isomer or geometry (same formula, charge and spin) (kJ/mol) = 313.7
- largest force on an atom (eV/Å) = 4.15
- orbital gap (eV) = 9.132

Each line ends with the natural charge from an NBO analysis.
Atoms and positions in Å:
H (0.6614, 1.7145, 1.1302)  0.228
C (1.2166, 1.0499, 0.3968)  -0.216
O (-2.5174, -1.4026, -0.5066)  -0.466
H (-0.3761, -1.8076, 0.8619)  0.215
C (0.8071, -0.2972, 0.1419)  -0.119
H (-3.2787, 0.9749, 0.0064)  0.546
H (-2.2167, -0.2339, 1.6995)  0.224
H (-0.9152, 1.0371, 1.5958)  0.222
O (-2.4607, 1.4456, -0.4828)  -0.603
C (-0.4678, -0.7428, 0.5845)  0.067
C (3.3393, 0.4473, -0.5459)  -0.169
C (-1.1102, -0.0208, 1.7187)  -0.647
O (-1.2299, -0.7659, -0.6921)  -0.213
C (2.5320, 1.3773, 0.0983)  -0.187
H (1.1161, -2.1632, -0.7771)  0.220
H (4.2712, 0.8132, -0.7942)  0.226
C (2.8496, -0.7653, -0.9775)  -0.190
H (-2.4698, -2.3289, -0.4159)  0.497
H (3.5216, -1.4203, -1.4617)  0.231
H (-0.6854, -0.4161, 2.6870)  0.263
H (2.9980, 2.3843, 0.2972)  0.237
H (-0.8792, 1.3025, -1.6511)  0.240
C (1.6188, -1.2175, -0.5467)  -0.160
C (-1.8996, 0.8198, -1.4249)  0.330
H (-2.4624, 0.1633, -2.1048)  0.223

The following is a quantum chemistry calculation of a cluster of 2 separate species, C9H13O3 in total, from the OMol25 dataset.

Computed properties:
- multiplicity = 3
- charge = +1
- energy relative to the best compared isomer or geometry (same formula, charge and spin) (kJ/mol) = 0.0
- <S²> = 2.05
- largest force on an atom (eV/Å) = 5.52
- orbital gap (spin up / spin down) (eV) = 6.216 / 6.920

Each line ends with the natural charge from an NBO analysis.
Atoms and positions in Å:
C (-2.5598, 0.4423, -1.2822)  -0.212
C (-0.7254, -0.1899, 0.2988)  -0.145
H (0.9578, 1.5255, -0.7305)  0.241
H (-4.2611, 1.4114, -0.4123)  0.234
H (2.3303, -0.8865, -0.3460)  0.534
O (2.8626, 1.3024, 0.0145)  -0.249
C (-1.3300, -0.1807, -1.0196)  -0.202
H (1.0772, -0.0555, 1.6815)  0.220
O (1.5116, -0.5540, -0.6072)  -0.497
H (2.1894, 0.9152, -1.9004)  0.221
H (-2.7699, 0.3959, -2.4130)  0.248
H (0.4582, -2.9146, -0.1606)  0.246
H (4.5372, 1.5704, -0.2819)  0.501
O (4.0011, 0.7577, -0.4303)  -0.436
H (-0.8645, 0.4149, 2.3359)  0.233
C (0.5604, -2.3573, 0.7763)  -0.668
H (1.3690, -2.6224, 1.3389)  0.236
C (0.5299, -0.8529, 0.5444)  0.124
C (-3.2656, 0.9746, -0.2347)  -0.188
H (-0.4687, -2.4212, 1.3227)  0.266
C (-1.3751, 0.5122, 1.2759)  -0.218
C (-2.5993, 1.0513, 1.0543)  -0.088
C (1.8393, 0.8920, -0.8263)  0.172
H (-3.2087, 1.5116, 1.8244)  0.229
H (-0.7957, -0.6424, -1.8227)  0.201

The following is a quantum chemistry calculation of a cluster of 2 separate species, C9H14 in total, from the OMol25 dataset.

Computed properties:
- multiplicity = 2
- charge = -1
- energy relative to the best compared isomer or geometry (same formula, charge and spin) (kJ/mol) = 178.3
- <S²> = 0.76
- largest force on an atom (eV/Å) = 5.44
- orbital gap (spin up / spin down) (eV) = 3.104 / 7.154

Each line ends with the natural charge from an NBO analysis.
Atoms and positions in Å:
H (2.5348, -1.2143, -1.1708)  0.207
H (-2.2231, -2.4429, -1.6308)  0.201
C (-0.0110, 1.9834, 1.4773)  -0.288
H (1.6668, 3.1227, 2.0107)  0.183
C (1.7914, -0.0213, 0.4059)  -0.142
C (-2.3312, -0.3870, -0.9449)  -0.614
H (2.8411, -2.0491, 0.4903)  0.182
H (-0.1549, -1.1791, 0.2398)  0.171
H (-0.6620, 2.8010, 1.7709)  0.175
H (3.2671, 1.5194, 1.0948)  0.174
H (-2.9435, 0.4793, -1.1818)  0.188
C (-2.6407, -1.5055, -1.9076)  -0.623
C (1.3321, 2.2826, 1.4601)  -0.268
H (3.7576, -0.7905, -0.1346)  0.193
H (-1.4685, 0.2442, 1.3757)  0.179
H (-2.4194, -0.6689, 0.0259)  0.196
H (-1.2296, -0.0381, -1.1999)  0.229
C (-0.4280, 0.6472, 1.2652)  -0.425
H (-2.2590, -1.2768, -2.8913)  0.190
C (2.2542, 1.1961, 1.0531)  -0.406
C (2.6528, -1.0659, -0.1167)  -0.635
H (-3.7587, -1.4090, -2.0485)  0.182
C (0.4314, -0.2275, 0.5571)  -0.249

The following is a quantum chemistry calculation of a cluster of 2 separate species, C9H14 in total, from the OMol25 dataset.

Computed properties:
- multiplicity = 2
- charge = -1
- energy relative to the best compared isomer or geometry (same formula, charge and spin) (kJ/mol) = 22.0
- <S²> = 0.75
- largest force on an atom (eV/Å) = 0.90
- orbital gap (spin up / spin down) (eV) = 2.213 / 9.590

Each line ends with the natural charge from an NBO analysis.
Atoms and positions in Å:
C (-0.6123, 3.3930, -0.8811)  -0.785
C (0.8664, -1.7993, -0.2913)  -0.382
H (-1.4880, -0.9420, 2.6263)  0.195
H (-0.2088, 4.8323, -2.4543)  0.195
H (1.7684, -4.3914, 0.0289)  0.207
C (-0.8660, -1.1822, 1.7716)  -0.262
H (-0.3120, 5.5463, -0.8895)  0.189
H (1.6296, -1.9767, -1.0429)  0.192
C (0.0521, 4.6552, -1.4123)  -0.671
H (-1.0455, 3.4787, 0.1116)  0.194
H (0.0237, 2.5134, -0.8735)  0.204
H (-1.4546, 3.1501, -1.5069)  0.197
C (-0.4613, -0.1818, 0.9091)  -0.299
C (0.6956, -4.2784, 0.2214)  -0.691
C (0.3579, -2.8404, 0.4849)  -0.072
H (0.2021, -4.6930, -0.6568)  0.212
H (0.4296, -4.8810, 1.0910)  0.200
C (0.4655, -0.4966, -0.0805)  -0.360
H (-0.6815, 0.8627, 1.0860)  0.204
C (-0.4961, -2.5012, 1.5318)  -0.256
H (1.1370, 4.6760, -1.3127)  0.200
H (0.8994, 0.3313, -0.6333)  0.196
H (-0.9012, -3.2750, 2.1726)  0.190

The following is a quantum chemistry calculation of a cluster of 2 separate species, C9H14 in total, from the OMol25 dataset.

Computed properties:
- multiplicity = 2
- charge = -1
- energy relative to the best compared isomer or geometry (same formula, charge and spin) (kJ/mol) = 78.7
- <S²> = 0.76
- largest force on an atom (eV/Å) = 2.29
- orbital gap (spin up / spin down) (eV) = 2.540 / 7.038

Each line ends with the natural charge from an NBO analysis.
Atoms and positions in Å:
H (0.3376, -3.3542, 1.0850)  0.221
C (-1.5131, -3.4540, 2.2559)  -0.606
C (-0.3478, 1.9482, -0.7049)  -0.162
C (1.7517, 1.0283, -1.5515)  -0.216
H (0.0824, -4.8368, 1.8803)  0.184
H (2.4032, -0.8673, -0.9005)  0.176
H (-2.1551, -4.2279, 2.6678)  0.186
H (-1.6468, 3.0323, 0.5845)  0.186
H (-1.9686, 3.4898, -1.1574)  0.180
C (-1.1927, 3.1907, -0.4392)  -0.649
H (-0.6819, 4.1506, -0.4016)  0.175
C (-0.4233, 0.9010, 0.1600)  -0.218
C (-0.4758, -4.0555, 1.2945)  -0.605
H (0.9676, 2.9394, -2.1511)  0.177
H (-0.9361, -3.0508, 3.0971)  0.197
H (-1.2113, 0.7331, 0.8732)  0.179
H (0.5815, -0.9810, 0.8335)  0.170
H (-2.0381, -2.6956, 1.7079)  0.213
C (0.8551, 2.1150, -1.4692)  -0.424
C (1.6390, -0.0874, -0.7204)  -0.343
H (-1.0227, -4.3644, 0.4049)  0.201
C (0.5321, -0.1226, 0.1693)  -0.393
H (2.6397, 1.0067, -2.2074)  0.172

The following is a quantum chemistry calculation of a cluster of 2 separate species, C9H14 in total, from the OMol25 dataset.

Computed properties:
- multiplicity = 2
- charge = -1
- energy relative to the best compared isomer or geometry (same formula, charge and spin) (kJ/mol) = 87.1
- <S²> = 0.76
- largest force on an atom (eV/Å) = 2.68
- orbital gap (spin up / spin down) (eV) = 2.697 / 7.177

Each line ends with the natural charge from an NBO analysis.
Atoms and positions in Å:
C (-3.6325, -0.1482, 1.2545)  -0.643
H (1.5013, 2.4232, -0.8146)  0.171
H (-3.1036, -2.0986, 2.3025)  0.198
C (-2.7867, -1.0644, 2.0974)  -0.647
C (0.4505, 1.3771, 1.3987)  -0.634
H (-3.4226, 0.9083, 1.3650)  0.213
C (1.7562, -0.7144, -2.2250)  -0.302
H (-0.0587, 2.3103, 1.2049)  0.196
H (-3.6840, -0.4735, 0.2121)  0.212
H (-1.7768, -1.0362, 1.6714)  0.224
C (0.8809, 0.6440, 0.1572)  -0.029
H (-4.6790, -0.4130, 1.4995)  0.183
H (0.3238, -1.4125, 0.8000)  0.180
H (-2.6320, -0.8759, 3.1714)  0.194
H (2.1461, -1.2200, -3.0995)  0.180
C (0.7905, -0.7844, 0.0535)  -0.437
H (1.6901, -2.4263, -1.0525)  0.163
C (1.3838, -1.3630, -1.0771)  -0.267
H (1.3995, 1.5492, 1.9307)  0.203
C (1.3821, 1.3455, -0.9322)  -0.310
H (1.8063, 1.3377, -3.0193)  0.169
H (-0.1577, 0.7322, 2.0351)  0.196
C (1.6279, 0.7115, -2.1501)  -0.411